Below is a molecular structure, C30H47BrN4OP2Ti, with properties calculated with ωB97M-V/def2-TZVPD.

Summary:
Lowest unoccupied orbital energy (spin up / spin down) = -5.46 / -8.34 eV
Net charge = +2
Highest occupied orbital energy (spin up / spin down) = -11.77 / -11.90 eV
Expectation value of S² = 2.007
Gap between HOMO and LUMO (spin up / spin down) = 6.3 / 3.6 eV
Spin multiplicity = 3

Each line ends with the Löwdin charge.
Geometry (Å):
N  5.0177  -5.4054  -7.1021  0.05
C  4.7381  -6.1356  -6.0194  -0.13
C  4.1701  -5.5747  -4.8655  -0.01
C  3.8267  -4.2003  -4.8478  -0.21
C  4.1375  -3.4558  -6.0187  -0.02
C  4.7490  -4.0978  -7.1068  -0.13
C  3.1293  -3.5951  -3.7223  -0.02
Ti  -0.0804  -0.4715  1.0415  0.43
P  -5.6479  2.3946  0.9608  1.19
C  2.4646  -2.4176  -3.8515  -0.05
C  1.7735  -1.7676  -2.7926  -0.21
C  0.7126  -0.8911  -3.1291  0.00
C  -0.1985  -0.5190  -2.1619  -0.12
C  0.0840  -0.9009  -0.8591  -0.37
C  1.2386  -1.6189  -0.4605  -0.15
C  2.0897  -2.0921  -1.4607  -0.01
Br  -2.2909  0.1474  0.3204  0.39
H  3.0853  -4.1757  -2.7971  0.12
H  2.3578  -1.9644  -4.8375  0.11
H  3.9602  -6.2266  -4.0217  0.11
H  3.9091  -2.3969  -6.1125  0.10
H  4.9769  -7.2041  -6.0772  0.11
H  5.0215  -3.5263  -8.0030  0.11
H  0.5974  -0.5920  -4.1751  0.13
H  2.9632  -2.7133  -1.2268  0.12
H  -1.0940  0.0520  -2.3968  0.10
H  1.4381  -1.8765  0.5982  0.09
P  0.9180  1.7973  0.6443  0.92
C  -5.5955  0.5715  0.9079  -0.41
C  -6.9118  -0.0064  0.3860  -0.14
H  -5.3940  0.2373  1.9374  0.09
H  -4.7524  0.2694  0.2699  -0.03
H  -6.9240  -1.0904  0.5397  0.09
H  -7.7648  0.4284  0.9198  0.07
H  -7.0431  0.1857  -0.6856  0.08
C  -4.8857  2.9420  -0.6052  -0.37
C  -5.3554  4.3616  -0.9380  -0.14
H  -5.2092  2.2365  -1.3824  0.10
H  -3.7959  2.8748  -0.4915  0.07
H  -5.1093  4.6104  -1.9726  0.08
H  -6.4406  4.4581  -0.8234  0.08
H  -4.8809  5.1093  -0.2953  0.08
C  -4.4171  2.8630  2.2328  -0.37
C  -5.0772  2.9447  3.6166  -0.14
H  -4.0611  3.8593  1.9244  0.09
H  -3.5794  2.1466  2.2040  0.06
H  -4.3707  3.3715  4.3366  0.08
H  -5.9669  3.5882  3.5939  0.08
H  -5.3838  1.9582  3.9862  0.08
C  1.1651  2.9827  2.0209  -0.40
C  2.4188  3.8568  1.9467  -0.13
H  1.1094  2.4231  2.9663  0.05
H  0.2716  3.6258  2.0175  0.08
H  3.3464  3.2804  2.0600  0.06
H  2.4849  4.4169  1.0041  0.08
H  2.3858  4.5963  2.7573  0.09
C  -0.1112  2.8508  -0.4846  -0.39
C  0.3498  3.0099  -1.9314  -0.13
H  -0.2324  3.8349  -0.0059  0.08
H  -1.1013  2.3700  -0.4663  -0.01
H  1.2735  3.5945  -2.0334  0.08
H  0.4934  2.0348  -2.4114  0.05
H  -0.4276  3.5468  -2.4899  0.08
C  2.5274  1.7049  -0.2470  -0.38
C  3.6320  0.8804  0.4196  -0.14
H  2.8741  2.7351  -0.4386  0.09
H  2.2851  1.2572  -1.2246  0.08
H  4.2040  0.3688  -0.3678  0.08
H  4.3533  1.5040  0.9702  0.07
H  3.2582  0.1045  1.1051  0.05
C  -0.2432  -4.2022  3.8773  0.03
N  0.4952  -2.9462  4.0307  -0.03
C  1.3832  -2.7616  5.0602  0.04
C  2.0925  -1.5987  5.1222  0.03
C  1.9654  -0.6454  4.0962  -0.31
N  1.0644  -0.8460  3.0859  0.13
C  0.3836  -2.0101  3.0787  -0.46
O  -0.3940  -2.2136  2.0507  -0.11
N  2.7010  0.4718  4.0111  0.21
H  0.0560  -4.7269  2.9588  0.12
H  -1.3226  -4.0068  3.8474  0.12
H  0.0057  -4.8242  4.7392  0.10
H  1.4310  -3.5865  5.7609  0.15
H  2.7677  -1.4060  5.9461  0.13
H  3.4089  0.6714  4.7063  0.14
H  2.5162  1.1608  3.2807  0.08